C5H8NO3 as an isolated structure at a distorted geometry, computed with ωB97M-V/def2-TZVPD.

Last column: Löwdin charge in e.
Geometry (Å):
C: -0.8551 -0.8166 -0.5331  -0.470
C: -1.0199 1.3741 -1.0299  -0.225
C: -1.3904 2.6918 -1.5727  0.121
C: 1.1617 -2.0703 1.6888  -0.094
C: 1.5314 -0.8179 1.0930  0.060
N: 0.2560 -0.1746 -0.1468  0.091
O: -1.2031 -1.8986 -0.3237  0.234
O: -1.5975 0.2404 -1.1884  0.251
O: 0.1613 1.1882 -0.4003  0.147
H: -0.8475 2.7560 -2.5150  0.141
H: -2.4567 2.5464 -1.7280  0.135
H: -0.9734 3.3963 -1.0169  0.067
H: 0.2698 -2.0281 2.2056  0.065
H: 1.2491 -3.0274 1.0149  0.146
H: 2.0401 -2.4332 2.2995  0.137
H: 2.1948 -0.9051 0.3475  0.074
H: 1.4796 -0.0215 1.8054  0.120

Output
relative energy (zero: lowest compared OMol25 entry of this formula, charge and spin)	255.33	kJ/mol
molar mass	130.12	g/mol
max |F|	5.40	eV Å⁻¹
Kohn-Sham gap	0.372	Ha
charge	+1

A 2-piece molecular cluster, C3H6N2O overall at a distorted geometry, computed with ωB97M-V/def2-TZVPD.

Last column: Löwdin charge in e.
Geometry (Å):
N: 0.6516 1.4706 -0.8451  -0.062
C: 1.2637 0.6958 0.2215  -0.199
C: -1.4389 -1.0084 0.7232  -0.081
O: -1.7583 -0.4799 -0.4323  0.007
C: -0.7648 -2.2754 0.4787  -0.234
N: -0.2428 -3.3145 0.4795  0.166
H: 0.0642 2.2067 -0.4690  0.057
H: 0.0777 0.8818 -1.4397  0.043
H: 1.8870 -0.0916 -0.2128  0.079
H: 1.9196 1.3426 0.8111  0.074
H: 0.5594 0.2183 0.9296  0.032
H: -2.2185 0.3540 -0.2446  0.118

Output
relative energy (zero: lowest compared OMol25 entry of this formula, charge and spin)	418.10	kJ/mol
molar mass	86.09	g/mol
max |F|	1.26	eV Å⁻¹
Kohn-Sham gap	0.313	Ha